Entry A
Molecular formula: C3H5NO2S
Method: DFT, ωB97M-V/def2-TZVPD

```
! RIJCOSX wB97M-V def2-TZVPD def2/J DEFGRID3
* xyz 0 1
S -1.3521 0.7951 0.1995
O -2.5039 1.0630 -0.6547
O -1.6025 -0.5402 1.2677
N -0.3437 -1.5399 -0.3449
C 2.1489 1.1021 0.1400
C -1.0664 -1.5961 0.7320
C -0.2488 -0.2762 -0.8320
H -0.3700 0.0891 -1.9163
H 2.2115 1.1882 1.2233
H 1.8998 1.9550 -0.4969
H -1.4131 -2.5701 1.2013
H 2.6403 0.3302 -0.5191
*
```

For the HOMO energy (alpha / beta), the calculation gives -0.3375 / -0.3201 hartree. As for the LUMO energy (alpha / beta): -1.09 / -0.19 eV. As for the HOMO-LUMO gap (alpha / beta): 8.0938 / 8.5199 eV.

Entry B
Molecular formula: C3H5NO2S
Method: DFT, ωB97M-V/def2-TZVPD

```
! RIJCOSX wB97M-V def2-TZVPD def2/J DEFGRID3
* xyz 0 1
S -1.8253 -1.0078 -0.0545
O -1.1597 1.8421 0.1852
O 1.8209 0.2694 -0.1456
N -0.0461 -0.6907 0.1874
C 0.0189 1.7915 -0.1271
C 0.4946 0.4173 0.0720
C 2.3734 -0.9497 0.0931
H 2.1278 -1.6847 -0.6675
H 0.6152 2.6435 -0.6914
H 3.5082 -0.9031 -0.1501
H 2.1835 -1.2585 1.0678
H -1.5188 -2.2839 -0.5423
*
```

For the HOMO energy, the calculation gives -0.3315 hartree. As for the SMILES: CO/C(C=O)=N/S. As for the LUMO energy: -0.37 eV. As for the HOMO-LUMO gap: 8.6458 eV.

Entry C
Molecular formula: C3H5NO2S
Method: DFT, ωB97M-V/def2-TZVPD

```
! RIJCOSX wB97M-V def2-TZVPD def2/J DEFGRID3
* xyz 0 1
S 1.5559 -0.7192 0.4976
O 1.6684 0.9813 0.7516
O 2.4877 -1.0548 -0.5325
N -0.0724 1.0120 -0.6701
C -1.5451 -0.6502 0.4320
C 0.8462 1.6239 -0.0535
C -0.0812 -0.3795 -0.4596
H -2.1085 -0.9657 -0.4295
H 0.8471 2.6498 -0.0930
H -1.9809 0.2440 0.7749
H -0.2276 -1.1722 -1.2721
H -1.3894 -1.5696 1.0542
*
```

For the HOMO energy, the calculation gives -0.3510 hartree. As for the LUMO energy: 0.67 eV. As for the HOMO-LUMO gap: 10.2236 eV.

Entry D
Molecular formula: C3H5NO2S
Method: DFT, ωB97M-V/def2-TZVPD

```
! RIJCOSX wB97M-V def2-TZVPD def2/J DEFGRID3
* xyz 0 1
S -0.9645 2.0783 -0.3455
O 2.9350 -1.0072 0.2812
O 2.2970 1.0550 -0.1323
N 2.1361 -0.1565 -0.0146
C -1.6572 -0.4629 0.1557
C -0.3682 0.2643 -0.0410
C 0.7699 -0.5908 -0.0554
H 0.3417 2.6007 -0.5373
H 0.5202 -1.6816 -0.0755
H -2.0751 -0.3727 1.1372
H -1.4439 -1.4957 0.1199
H -2.4910 -0.2308 -0.4924
*
```

For the HOMO energy, the calculation gives -0.3556 hartree. As for the SMILES: C/C(S)=C/[N+](=O)[O-]. As for the LUMO energy: -0.60 eV. As for the HOMO-LUMO gap: 9.0743 eV.

Relative to the most stable one, in kJ/mol, the structures come out at entry A 283.9; entry B 65.0; entry C 0.0; entry D 221.4.